14
Properties=species:S:1:pos:R:3:forces:R:3:lowdin_charge:R:1 method="wB97M-V/def2-TZVPD" e_above_lowest_kj_mol=19.2 charge=+1 gap_ha=0.3335 homo_energy_ha=-0.4820
N 0.22410 0.78355 3.05185 0.027 -0.056 0.069 0.30
H 0.19802 0.14820 2.23484 0.036 0.099 -0.124 0.00
H 1.16431 1.17321 3.14013 -0.005 0.033 -0.014 0.16
H -0.44543 1.53552 2.87205 0.037 -0.014 0.069 0.16
H -0.01761 0.28422 3.91105 -0.032 0.050 -0.057 0.16
C 0.80236 0.07672 -2.37477 0.021 0.066 -0.112 -0.17
C -0.52828 -0.23854 -1.73385 0.192 0.211 0.325 -0.56
S -0.31248 -0.43998 0.08335 -0.190 -0.255 -0.050 0.70
H 1.52345 -0.71223 -2.17979 0.107 -0.056 -0.018 0.07
H 1.20524 1.02326 -2.01749 0.029 0.020 -0.008 0.07
H 0.66213 0.15127 -3.45429 0.056 0.016 0.051 0.09
H -1.23996 0.56451 -1.86597 -0.159 0.078 -0.159 0.07
H -0.92850 -1.17069 -2.10752 -0.140 -0.152 -0.007 0.07
H -1.58954 -0.73680 0.36405 0.022 -0.040 0.035 -0.12



65
Properties=species:S:1:pos:R:3:forces:R:3:lowdin_charge:R:1 method="wB97M-V/def2-TZVPD" e_above_lowest_kj_mol=31.3 gap_ha=0.2272 homo_energy_ha=-0.2401
Mo -0.81315 -0.06821 0.59592 -0.390 -0.665 -0.132 1.32
C -0.48849 -2.23713 4.42020 -0.019 0.010 0.035 -0.03
C -0.47707 -1.73335 3.01478 0.153 -0.164 -0.118 -0.25
N -1.12237 -0.69196 2.62167 -0.026 0.083 -0.020 -0.12
N -1.88570 0.00178 3.51080 -0.030 0.048 -0.204 0.00
C -2.62746 0.92386 2.91724 0.016 -0.167 0.235 -0.84
N -3.38953 1.66344 3.76040 -0.056 -0.024 -0.042 0.06
S -2.74115 1.28371 1.22624 0.050 0.406 0.121 0.61
C 0.27046 -2.48034 1.96934 -0.161 0.095 0.121 -0.19
C 0.92131 -3.67342 2.25346 0.017 -0.013 -0.066 0.00
C 1.54522 -4.36602 1.22661 -0.008 -0.010 0.070 -0.05
C 1.50415 -3.85837 -0.05830 -0.005 0.026 -0.058 -0.04
C 0.84512 -2.65714 -0.26686 0.028 -0.012 0.058 -0.09
N 0.25450 -1.98579 0.71494 0.141 -0.100 -0.082 -0.02
H -1.03457 -1.54233 5.04938 0.008 0.001 -0.002 0.06
H 0.53023 -2.34506 4.79770 -0.001 0.007 0.005 0.09
H -0.97048 -3.21609 4.47596 -0.005 0.002 -0.007 0.09
H -3.50588 1.32324 4.69980 0.009 0.007 0.007 0.09
H -4.11657 2.22987 3.36218 0.014 0.011 -0.007 0.07
H 0.92990 -4.05674 3.26254 0.007 -0.017 -0.002 0.11
H 2.05419 -5.29838 1.43300 -0.001 0.001 0.000 0.11
H 1.97144 -4.37011 -0.88720 -0.001 -0.002 0.002 0.11
H 0.78453 -2.20296 -1.24762 0.008 -0.007 -0.008 0.11
Br -3.32628 -4.96417 -4.63593 -0.002 -0.009 -0.016 0.71
C -2.98297 -3.86584 -3.12836 0.005 0.018 0.022 -0.71
C -3.34674 -4.30755 -1.85236 -0.002 -0.008 0.009 -0.12
C -3.10835 -3.51615 -0.75707 0.005 0.007 -0.025 0.00
C -2.48497 -2.24839 -0.87236 -0.061 0.006 0.064 -0.37
O -2.32724 -1.51564 0.17789 0.173 0.044 -0.026 -0.26
C -2.10413 -1.83012 -2.17283 0.034 0.093 -0.043 -0.14
C -1.42979 -0.58225 -2.45528 -0.096 -0.030 -0.030 -0.09
N -0.84402 0.21112 -1.62398 -0.029 0.110 0.077 -0.02
C -0.05949 1.24794 -2.23190 0.013 -0.111 0.117 -0.20
C 0.76053 0.94010 -3.28608 0.117 0.067 -0.038 -0.04
C 1.60376 1.90869 -3.87551 -0.035 -0.074 0.015 -0.07
C 1.63706 3.17966 -3.38916 -0.007 0.043 0.024 -0.04
C 0.81916 3.53351 -2.28902 0.057 0.056 -0.022 -0.16
C 0.82693 4.83070 -1.72033 0.023 0.002 -0.027 -0.02
C 0.03052 5.10661 -0.65121 -0.016 -0.065 0.047 -0.04
C -0.79421 4.07329 -0.14286 0.157 0.108 -0.050 -0.13
N -0.82596 2.87609 -0.64862 -0.295 -0.121 -0.151 0.07
C -0.03755 2.57828 -1.70445 -0.020 -0.100 0.039 -0.18
C -2.38458 -2.64422 -3.28501 -0.006 -0.025 0.000 -0.10
H -3.82427 -5.27157 -1.73517 0.000 0.000 -0.002 0.10
H -3.40359 -3.83506 0.23409 -0.001 -0.001 0.000 0.12
H -1.39478 -0.31905 -3.51308 0.008 -0.009 0.001 0.13
H 0.79969 -0.07946 -3.64830 0.002 0.000 -0.004 0.11
H 2.23759 1.62176 -4.70439 -0.004 -0.005 -0.002 0.10
H 2.29153 3.92532 -3.82401 -0.005 0.008 0.010 0.11
H 1.47688 5.58771 -2.14335 0.002 -0.009 -0.008 0.12
H 0.02366 6.08563 -0.19174 -0.010 -0.005 0.009 0.10
H -1.43752 4.24545 0.71558 -0.015 0.021 -0.022 0.10
H -2.10969 -2.29885 -4.27461 -0.002 0.000 -0.001 0.11
N 0.67774 0.77230 0.80919 0.371 0.511 0.100 -0.19
C 1.91002 1.39526 0.85248 -0.197 -0.076 0.032 -0.34
C 2.25797 2.14762 1.97696 0.067 0.055 0.008 -0.04
C 3.47465 2.80855 2.01952 -0.032 -0.012 0.007 -0.09
C 4.35346 2.73572 0.94588 0.016 0.006 -0.011 -0.10
C 4.00893 1.98848 -0.17273 -0.014 -0.008 0.010 -0.09
C 2.79767 1.31676 -0.22235 0.051 0.007 -0.001 -0.04
H 1.55685 2.20605 2.79961 -0.007 -0.003 -0.001 0.11
H 3.73618 3.38986 2.89483 0.004 0.002 -0.002 0.10
H 5.30043 3.25841 0.98128 0.000 -0.001 0.000 0.10
H 4.68718 1.92768 -1.01487 0.002 0.001 0.001 0.10
H 2.51914 0.73728 -1.09252 -0.003 -0.008 -0.017 0.10



110
Properties=species:S:1:pos:R:3:forces:R:3:lowdin_charge:R:1 method="wB97M-V/def2-TZVPD" e_above_lowest_kj_mol=43.4 gap_ha=0.2820 homo_energy_ha=-0.3163
C -2.96943 -5.16346 -1.61570 -0.172 0.625 0.647 -0.04
C -2.71492 -3.69431 -1.30592 -0.255 -1.086 -0.376 -0.27
C -1.66024 -3.26904 -0.52585 -0.101 -0.602 -0.205 -0.04
C -1.52303 -1.92259 -0.31163 0.989 0.082 0.700 -0.04
C -2.40335 -0.99705 -0.81047 -0.829 1.899 0.039 -0.15
C -2.21346 0.49531 -0.55621 0.973 0.124 0.522 -0.32
C -0.98372 0.93589 -1.39752 -0.594 -0.397 0.059 -0.05
C -1.95119 0.82273 0.94472 -0.328 0.032 -0.660 -0.07
C -3.48364 -1.41670 -1.56195 0.496 -0.472 0.029 -0.24
O -4.39470 -0.49724 -2.04115 -0.379 -0.216 0.451 -0.04
C -5.73587 -0.95559 -1.88313 -0.163 0.252 -0.490 -0.13
C -6.70518 0.18951 -1.77583 0.125 -0.325 -0.169 -0.10
C -6.39816 1.41203 -1.35897 -0.661 0.117 0.056 0.08
C -7.55593 2.38426 -1.29783 0.102 0.362 0.134 -0.35
O -7.48532 3.54504 -1.64213 0.039 -0.605 0.444 0.11
C -8.85074 1.75818 -0.81082 0.009 -0.181 0.169 0.02
C -9.15580 0.52863 -1.21108 0.668 -0.034 -0.311 0.02
C -8.15008 -0.10787 -2.14332 -0.235 -0.125 0.050 -0.30
O -8.44826 -0.76306 -3.12071 0.191 0.092 0.829 0.10
C -3.59868 -2.77140 -1.80718 -1.104 0.206 -0.725 0.00
H -2.60308 -5.44764 -2.60390 0.164 -0.089 0.201 0.08
H -2.52615 -5.74832 -0.80586 0.093 -0.270 -0.413 0.08
H -4.04993 -5.33501 -1.58718 0.134 -0.121 -0.094 0.08
H -0.98988 -4.01851 -0.12000 0.141 0.269 0.065 0.12
H -0.69725 -1.56700 0.29950 -0.027 -0.035 -0.094 0.12
H -3.09982 1.06364 -0.84449 0.136 -0.244 -0.296 0.11
H -0.16791 0.24177 -1.17180 0.116 0.353 0.017 0.08
H -1.21050 0.81963 -2.46336 0.086 0.207 0.093 0.06
H -0.69169 1.96436 -1.17428 0.043 -0.126 -0.117 0.08
H -1.23087 1.63451 1.00684 -0.056 -0.102 0.068 0.03
H -2.87260 1.17302 1.42309 0.077 -0.333 0.094 0.07
H -1.54766 -0.05163 1.45656 -0.058 0.259 0.206 0.07
H -6.01692 -1.58064 -2.73827 -0.099 -0.010 0.174 0.13
H -5.82441 -1.54070 -0.95719 0.043 -0.089 -0.183 0.16
H -5.38957 1.67714 -1.05758 -0.132 0.264 -0.296 0.12
H -9.51257 2.27294 -0.11949 0.209 0.383 -0.309 0.12
H -10.04682 0.00132 -0.88773 0.022 0.014 -0.345 0.12
H -4.43735 -3.11794 -2.40634 0.105 -0.079 0.039 0.12
C -1.12412 -1.18933 -4.68002 -0.271 0.274 -0.180 -0.06
C -0.19531 -2.11899 -4.05441 -0.097 0.029 0.018 -0.28
N 0.53209 -2.85538 -3.55927 0.061 -0.008 -0.002 0.14
H -1.88832 -0.86628 -3.97329 0.064 -0.111 0.100 0.06
H -0.60772 -0.30050 -5.04316 0.117 -0.067 0.049 0.08
H -1.62920 -1.64965 -5.52850 0.086 -0.117 0.031 0.09
C 0.20720 2.67285 3.97744 -0.144 0.171 0.352 -0.06
C 0.66442 2.05778 2.74162 0.159 0.038 0.138 -0.28
N 1.02756 1.57227 1.76884 0.192 -0.005 -0.031 0.15
H -0.65206 2.14181 4.38581 0.018 -0.091 -0.120 0.08
H 0.99234 2.66477 4.73262 0.085 -0.084 -0.109 0.08
H -0.08847 3.70880 3.81550 0.039 -0.028 -0.139 0.08
C -8.41832 -0.65081 -6.08164 0.122 0.021 0.189 -0.10
C -8.02101 -1.35189 -7.29466 -0.022 0.059 0.041 -0.28
N -7.70751 -1.90249 -8.25172 0.009 -0.004 -0.033 0.11
H -9.36022 -1.02877 -5.69246 -0.004 -0.044 -0.091 0.07
H -7.67372 -0.76125 -5.29776 0.085 -0.142 -0.116 0.06
H -8.54527 0.41219 -6.26358 0.037 -0.029 -0.136 0.05
C 4.71984 -0.06479 1.55439 0.057 -0.021 -0.526 -0.09
C 4.26444 -0.05460 2.93479 -0.006 0.051 -0.037 -0.30
N 3.90929 -0.04152 4.02716 0.010 0.082 0.037 0.12
H 5.64916 -0.62089 1.44600 -0.014 -0.022 0.138 0.06
H 3.98678 -0.52448 0.89216 -0.100 -0.069 0.183 0.08
H 4.90045 0.94561 1.19476 -0.032 0.057 0.190 0.05
C 5.47292 3.54944 4.52228 -0.183 0.127 0.257 -0.10
C 5.98659 3.00781 3.27390 -0.015 -0.037 0.103 -0.26
N 6.39241 2.55959 2.29913 0.082 0.065 -0.054 0.14
H 4.61787 2.97273 4.87190 0.029 -0.106 -0.135 0.06
H 6.22740 3.52739 5.30610 0.098 -0.041 -0.118 0.07
H 5.14883 4.58255 4.40932 0.051 -0.013 -0.107 0.08
C -10.50713 2.63029 -7.83080 0.096 0.242 -0.309 -0.07
C -10.80537 1.71057 -6.74290 -0.118 0.083 -0.042 -0.27
N -11.04063 0.98321 -5.88771 -0.110 0.084 0.014 0.15
H -11.23343 3.44091 -7.86993 -0.057 -0.066 0.121 0.08
H -9.51973 3.07490 -7.71072 0.004 -0.079 0.118 0.08
H -10.52638 2.11966 -8.79283 -0.027 -0.125 0.084 0.09
C 4.95688 2.39660 8.65176 0.097 -0.389 0.199 -0.06
C 4.68467 3.60683 7.89147 -0.040 -0.058 0.066 -0.28
N 4.46995 4.56174 7.29173 0.003 0.027 0.041 0.14
H 4.11904 2.13566 9.29709 -0.076 0.136 -0.065 0.09
H 5.14011 1.54584 7.99543 -0.042 0.115 -0.143 0.09
H 5.83230 2.51324 9.28835 0.010 0.106 -0.059 0.04
C 3.33726 -0.68082 -5.15510 -0.059 -0.191 0.272 -0.09
C 3.03798 0.47157 -5.99256 -0.033 -0.081 0.028 -0.29
N 2.80200 1.37999 -6.65369 -0.005 0.020 -0.020 0.11
H 2.53256 -0.88044 -4.44720 -0.073 0.097 -0.073 0.06
H 3.47435 -1.58227 -5.75058 -0.014 0.087 -0.112 0.08
H 4.24840 -0.53253 -4.57892 -0.148 0.141 -0.110 0.03
C 6.73530 4.81934 11.81934 -0.057 0.395 0.052 -0.07
C 6.93135 3.38910 11.63222 0.026 0.056 0.062 -0.28
N 7.08433 2.26164 11.48292 -0.021 0.018 -0.036 0.14
H 6.14122 5.02111 12.70960 -0.003 -0.149 0.013 0.08
H 7.68802 5.33491 11.93174 0.058 -0.135 -0.021 0.08
H 6.21773 5.26026 10.96755 0.004 -0.135 -0.054 0.08
C 5.02097 -4.27447 2.42645 -0.130 -0.188 0.354 -0.07
C 5.53990 -3.58811 1.25315 -0.070 -0.088 -0.009 -0.28
N 5.94927 -3.04388 0.32876 0.073 0.019 0.060 0.13
H 5.41228 -3.83042 3.34446 -0.122 -0.023 -0.266 0.02
H 3.93360 -4.22290 2.46989 0.016 0.109 -0.142 0.09
H 5.29958 -5.32812 2.42112 0.073 0.035 -0.146 0.08
C 7.80008 -1.30263 -5.98944 0.275 0.062 -0.294 -0.07
C 6.81380 -1.50693 -4.93911 0.099 -0.035 0.008 -0.25
N 6.03578 -1.66809 -4.11155 0.225 -0.075 0.016 0.15
H 7.61495 -0.37303 -6.52650 -0.117 0.013 0.093 0.08
H 8.80741 -1.25375 -5.57821 -0.070 -0.019 0.132 0.08
H 7.77620 -2.11529 -6.71428 -0.109 -0.053 0.087 0.08
C 8.58724 -2.59595 4.31648 0.380 0.087 -0.151 -0.06
C 7.25322 -2.88679 4.81913 0.073 0.072 0.078 -0.27
N 6.19824 -3.11665 5.20807 0.126 0.020 0.124 0.14
H 8.62525 -2.68442 3.23082 -0.154 -0.024 0.011 0.08
H 8.89296 -1.58370 4.57749 -0.142 0.013 0.052 0.09
H 9.32248 -3.28354 4.73247 -0.120 -0.059 0.072 0.08